Entry 1:
Entry from the Open Molecules 2025 dataset: a molecular structure, C38H57CuGeNO3PSeSi3 (ωB97M-V/def2-TZVPD).

Last column: Mulliken charge in e.
Cartesian coordinates (Å):
Cu -1.148 0.580 0.289  1.265
O -0.397 -2.323 0.711  0.425
C -1.554 -2.893 0.162  -1.008
C -2.181 -2.102 -0.967  0.360
C -3.068 -2.750 -1.819  -0.966
C -3.612 -2.065 -2.888  -0.747
C -3.227 -0.750 -3.101  -1.277
C -2.335 -0.177 -2.218  -0.779
N -1.837 -0.823 -1.150  1.131
H 0.095 -1.846 0.030  -0.555
H -2.271 -3.001 0.981  0.234
H -1.349 -3.900 -0.222  0.299
H -3.310 -3.790 -1.639  0.544
H -4.309 -2.555 -3.556  0.430
H -3.601 -0.168 -3.931  0.593
H -2.004 0.845 -2.349  0.772
O 2.326 -1.233 2.744  -0.645
C 1.500 -0.507 2.226  0.321
O 1.438 -0.270 0.930  -0.925
C 0.494 0.257 3.056  -1.584
P -1.255 0.158 2.497  2.429
C -1.879 -1.406 3.191  0.012
C -3.256 -1.628 3.154  -0.513
C -3.789 -2.828 3.595  -0.692
C -2.947 -3.828 4.066  -0.567
C -1.577 -3.617 4.101  -0.633
C -1.043 -2.409 3.669  -0.401
C -1.994 1.397 3.616  0.747
C -2.367 1.100 4.926  -0.611
C -2.870 2.095 5.750  -0.756
C -3.001 3.394 5.275  -0.500
C -2.627 3.695 3.974  -0.784
C -2.128 2.701 3.143  -0.062
H 0.729 1.321 2.945  0.647
H 0.608 -0.015 4.104  0.613
H -3.916 -0.851 2.781  0.417
H -4.860 -2.986 3.568  0.401
H -3.360 -4.770 4.405  0.381
H -0.917 -4.394 4.464  0.436
H 0.031 -2.268 3.687  0.239
H -2.270 0.090 5.304  0.426
H -3.159 1.857 6.766  0.414
H -3.395 4.169 5.920  0.378
H -2.727 4.705 3.597  0.458
H -1.837 2.934 2.123  0.032
C -4.527 3.929 -5.115  -1.585
C -3.582 3.669 -3.972  0.608
C -2.219 3.891 -4.096  -1.258
C -1.333 3.669 -3.044  0.952
C 0.127 3.966 -3.241  -1.364
C -1.821 3.188 -1.821  0.124
Se -0.589 2.808 -0.392  -0.404
C -3.205 2.992 -1.667  1.359
C -3.798 2.525 -0.367  -1.664
C -4.055 3.227 -2.742  -1.042
H -3.983 4.119 -6.039  0.362
H -5.156 4.799 -4.914  0.320
H -5.192 3.080 -5.282  0.344
H -1.826 4.255 -5.040  0.265
H 0.314 4.327 -4.252  0.412
H 0.736 3.080 -3.060  0.048
H 0.467 4.720 -2.529  0.333
H -3.476 3.162 0.458  0.276
H -3.469 1.511 -0.114  0.148
H -4.887 2.527 -0.418  0.438
H -5.120 3.065 -2.610  0.341
C 1.081 0.305 -2.976  -0.378
Si 2.070 -1.157 -2.367  0.170
C 3.644 -1.287 -3.392  -1.181
C 1.104 -2.758 -2.580  -0.949
Ge 2.912 -0.862 -0.142  0.059
Si 3.850 -2.887 0.733  1.085
C 4.805 -3.655 -0.702  -1.250
C 2.518 -4.101 1.242  -0.804
C 5.092 -2.560 2.096  -1.064
Si 4.285 1.086 -0.018  0.395
C 6.035 0.578 -0.477  -1.015
C 4.215 1.699 1.751  -1.029
C 3.649 2.395 -1.194  -0.869
H 0.540 0.057 -3.894  0.552
H 1.759 1.132 -3.197  0.290
H 0.370 0.673 -2.234  -0.524
H 3.392 -1.454 -4.443  0.428
H 4.289 -2.105 -3.069  0.285
H 4.219 -0.360 -3.335  0.236
H 0.936 -2.932 -3.647  0.523
H 0.124 -2.739 -2.101  0.170
H 1.658 -3.612 -2.184  0.243
H 4.151 -3.941 -1.528  0.270
H 5.315 -4.558 -0.357  0.439
H 5.567 -2.976 -1.092  0.313
H 1.835 -4.302 0.413  0.160
H 1.931 -3.714 2.073  0.042
H 2.975 -5.048 1.541  0.501
H 5.895 -1.908 1.745  0.231
H 5.549 -3.503 2.409  0.417
H 4.619 -2.099 2.960  0.210
H 6.420 -0.173 0.216  0.226
H 6.711 1.436 -0.449  0.397
H 6.074 0.158 -1.484  0.286
H 4.525 0.922 2.453  0.278
H 3.203 2.011 2.017  0.165
H 4.871 2.564 1.879  0.445
H 3.792 2.088 -2.232  0.263
H 4.188 3.336 -1.049  0.542
H 2.584 2.591 -1.038  0.028

As for the energy relative to the best compared isomer or geometry (same formula, charge and spin): 0.000 eV. Its charge is 0. The orbital gap comes out at 7.18 eV.



Entry 2:
Entry from the Open Molecules 2025 dataset: a molecular structure, C38H58BClN6NiO3S in a non-equilibrium geometry (ωB97M-V/def2-TZVPD).

Last column: Löwdin spin population.
Cartesian coordinates (Å):
Ni 1.064 -0.185 -0.109  1.759
C 1.711 -3.618 -3.709  0.000
C 1.616 -2.466 -2.711  0.000
C 2.650 -2.645 -1.593  0.008
C 0.230 -2.346 -2.141  0.006
C -0.979 -2.889 -2.594  0.002
C -1.948 -2.480 -1.691  0.001
C -3.431 -2.635 -1.867  0.000
C -4.072 -1.244 -1.975  0.000
C -4.139 -3.487 -0.811  0.000
N -1.331 -1.751 -0.740  0.003
N -0.017 -1.647 -1.040  0.059
B -1.756 -1.123 0.611  0.000
N -0.767 -1.610 1.693  0.000
N 0.556 -1.380 1.519  0.043
C 1.225 -2.111 2.408  0.005
C 0.307 -2.814 3.195  0.001
C -0.944 -2.476 2.711  0.000
C -2.272 -3.026 3.136  0.000
C -2.490 -4.370 2.429  0.000
C -2.352 -3.192 4.653  0.000
C 2.728 -2.202 2.396  0.000
C 3.365 -0.813 2.312  0.003
C 3.252 -2.986 3.594  0.000
N -0.979 1.193 1.201  0.000
N 0.302 1.508 0.951  0.037
C 0.586 2.542 1.745  0.005
C -0.547 2.869 2.503  0.001
C -1.542 1.977 2.133  0.000
C -2.938 1.811 2.655  0.000
C -3.240 2.883 3.701  0.000
C -3.982 1.863 1.535  0.000
C 1.919 3.233 1.828  0.000
C 2.577 2.898 3.173  0.000
C 2.840 2.883 0.664  0.001
H 2.744 -3.738 -4.036  0.000
H 1.380 -4.551 -3.251  0.000
H 1.094 -3.426 -4.587  0.000
H 1.835 -1.532 -3.236  0.000
H 2.501 -3.598 -1.082  0.000
H 3.662 -2.612 -1.996  0.000
H 2.557 -1.844 -0.856  0.003
H -1.140 -3.493 -3.470  0.001
H -3.562 -3.138 -2.829  0.000
H -3.856 -0.653 -1.085  0.000
H -3.660 -0.717 -2.835  0.000
H -5.154 -1.326 -2.090  0.000
H -4.083 -3.025 0.174  0.000
H -5.190 -3.585 -1.085  0.000
H -3.709 -4.488 -0.758  0.000
H -2.881 -1.375 0.918  0.000
H 0.527 -3.487 4.005  0.000
H -3.054 -2.333 2.821  0.000
H -1.701 -5.070 2.703  0.000
H -3.454 -4.801 2.704  0.000
H -2.468 -4.233 1.348  0.000
H -1.641 -3.940 5.005  0.000
H -2.145 -2.248 5.158  0.000
H -3.352 -3.522 4.934  0.000
H 3.004 -2.751 1.489  0.000
H 3.169 -0.253 3.226  0.000
H 4.443 -0.885 2.167  0.000
H 2.938 -0.260 1.473  0.002
H 2.983 -2.495 4.531  0.000
H 2.841 -3.996 3.602  0.000
H 4.337 -3.061 3.540  0.000
H -0.623 3.663 3.224  0.000
H -2.994 0.825 3.132  0.000
H -3.184 3.874 3.247  0.000
H -4.246 2.744 4.095  0.000
H -2.540 2.834 4.535  0.000
H -3.925 2.820 1.012  0.000
H -3.824 1.054 0.826  0.000
H -4.984 1.758 1.952  0.000
H 1.719 4.308 1.805  0.000
H 2.678 1.819 3.280  0.000
H 3.568 3.350 3.233  0.000
H 1.976 3.266 4.004  0.000
H 2.953 1.803 0.575  0.001
H 2.445 3.253 -0.281  0.000
H 3.825 3.325 0.820  0.000
Cl 6.811 4.361 -4.495  0.000
C 5.487 3.356 -4.002  0.000
C 5.498 2.788 -2.738  0.000
C 4.431 2.000 -2.337  0.000
C 3.353 1.794 -3.190  0.002
C 3.381 2.336 -4.470  0.000
C 4.444 3.120 -4.884  0.000
C 2.115 1.045 -2.745  0.004
O 1.206 0.928 -3.569  0.003
O 2.163 0.628 -1.530  0.049
H 6.341 2.958 -2.082  0.000
H 4.433 1.535 -1.361  0.000
H 2.552 2.125 -5.131  0.000
H 4.468 3.538 -5.880  0.000
O -1.578 0.350 0.354  -0.001
S -1.211 1.549 -3.056  0.000
C -2.884 2.304 -3.079  0.000
C -2.677 3.806 -3.175  0.000
C -1.524 4.118 -2.224  0.000
C -0.422 3.108 -2.521  0.000
H -3.386 2.030 -2.151  0.000
H -3.435 1.889 -3.921  0.000
H -3.580 4.358 -2.904  0.000
H -2.399 4.080 -4.196  0.000
H -1.863 4.007 -1.190  0.000
H -1.156 5.138 -2.357  0.000
H 0.200 2.896 -1.653  0.000
H 0.221 3.430 -3.340  0.000

As for the energy relative to the best compared isomer or geometry (same formula, charge and spin): 0.000 eV. Its charge is 0. The orbital gap (alpha / beta) comes out at 7.85 / 6.93 eV. Its spin multiplicity is 3.



Entry 3:
Entry from the Open Molecules 2025 dataset: 6 unconnected molecules or ions with the total composition C38H58N3O7PS2 in a non-equilibrium geometry (ωB97M-V/def2-TZVPD).

Last column: Mulliken charge in e.
Cartesian coordinates (Å):
C 1.948 -4.192 0.623  -1.154
C 2.616 -4.307 -0.746  -0.298
S 1.958 -3.210 -2.052  -0.173
C 0.527 -2.326 -1.351  -0.549
C 0.805 -0.842 -1.185  0.570
C 1.981 -0.473 -0.557  -0.609
C 2.386 0.846 -0.377  0.505
C 3.708 1.113 0.297  -2.044
C 3.655 1.179 1.867  0.800
N 4.654 0.269 2.449  -0.490
N 2.379 0.723 2.370  -0.570
N 4.027 2.503 2.381  -0.690
C 1.530 1.830 -0.881  0.602
C 0.319 1.474 -1.500  0.722
C -0.085 0.138 -1.657  0.279
C -1.402 -0.226 -2.305  -1.727
C -2.351 -0.847 -1.306  0.325
C -2.816 -2.152 -1.442  -0.486
C -3.664 -2.727 -0.505  -0.892
C -4.083 -1.999 0.601  -0.653
C -3.648 -0.678 0.738  0.514
C -4.115 0.113 1.934  -1.578
C -2.801 -0.114 -0.207  -0.162
C -0.514 2.602 -2.006  0.177
O -1.717 2.642 -1.970  -0.631
C 0.259 3.745 -2.555  0.129
P -0.366 4.643 -4.011  0.464
S 0.345 6.454 -4.119  -0.439
C 1.406 4.079 -1.981  -0.931
C 1.864 3.278 -0.819  -0.193
O 2.442 3.788 0.102  -0.555
H 0.879 -4.352 0.532  0.317
H 2.332 -4.990 1.255  0.390
H 2.161 -3.227 1.071  0.296
H 3.663 -4.041 -0.634  0.311
H 2.563 -5.333 -1.093  0.447
H 0.164 -2.776 -0.436  0.267
H -0.252 -2.443 -2.087  -0.131
H 2.654 -1.242 -0.207  0.236
H 4.357 0.284 0.028  0.565
H 4.164 1.998 -0.134  0.689
H 5.569 0.651 2.240  0.277
H 4.595 -0.644 2.010  0.174
H 1.695 1.470 2.283  0.318
H 2.497 0.598 3.373  0.096
H 3.194 3.039 2.580  0.277
H 4.501 3.027 1.657  0.270
H -1.867 0.640 -2.749  0.971
H -1.230 -0.932 -3.116  0.635
H -2.478 -2.722 -2.297  0.469
H -3.994 -3.746 -0.640  0.450
H -4.720 -2.441 1.353  0.580
H -5.169 0.352 1.812  0.321
H -4.021 -0.478 2.842  0.368
H -3.550 1.032 2.053  0.374
H -2.481 0.909 -0.053  0.342
H -1.752 4.510 -4.043  0.039
H 0.101 3.866 -5.083  0.058
H 1.980 4.926 -2.333  0.424
C 6.154 0.556 5.508  -0.626
C 7.501 0.010 5.904  0.804
C 7.957 0.271 7.323  -1.132
O 8.193 -0.611 5.130  -0.566
H 5.943 0.302 4.473  0.050
H 5.375 0.126 6.140  0.224
H 6.147 1.642 5.613  0.360
H 7.250 -0.167 8.029  0.300
H 8.018 1.346 7.502  0.313
H 8.938 -0.173 7.478  0.315
C -3.023 -0.772 -6.744  -1.133
C -1.600 -0.494 -6.327  0.827
C -0.768 0.359 -7.252  -1.025
O -1.147 -0.932 -5.295  -0.518
H -3.508 -1.392 -5.993  0.288
H -3.574 0.165 -6.843  0.282
H -3.036 -1.295 -7.702  0.373
H -1.228 1.342 -7.370  0.161
H -0.689 -0.117 -8.230  0.371
H 0.229 0.482 -6.834  0.283
C 0.673 1.247 7.265  -1.213
C 1.433 0.267 6.405  0.877
C 0.950 -1.163 6.407  -1.133
O 2.385 0.612 5.744  -0.552
H 1.121 2.234 7.173  0.295
H -0.369 1.296 6.944  0.360
H 0.709 0.935 8.310  0.361
H -0.080 -1.210 6.052  0.328
H 0.998 -1.572 7.418  0.357
H 1.580 -1.759 5.751  0.292
C -3.743 4.166 -7.805  -0.716
C -3.101 5.254 -6.981  0.751
C -3.760 6.609 -6.998  -1.171
O -2.099 5.052 -6.333  -0.488
H -3.170 3.247 -7.705  -0.094
H -4.764 3.990 -7.461  0.346
H -3.767 4.457 -8.856  0.367
H -4.781 6.532 -6.622  0.341
H -3.784 6.999 -8.017  0.343
H -3.196 7.293 -6.368  0.301
C -6.238 -6.350 3.975  -1.152
C -5.329 -5.420 3.207  0.820
C -4.389 -6.052 2.209  -0.897
O -5.352 -4.224 3.382  -0.521
H -6.859 -5.771 4.654  0.308
H -6.880 -6.899 3.284  0.321
H -5.644 -7.061 4.551  0.331
H -4.957 -6.589 1.448  0.318
H -3.721 -6.751 2.714  0.348
H -3.795 -5.276 1.729  0.128

Its charge is 0. The orbital gap comes out at 7.45 eV. Its structure (SMILES) is CCSCc1cc(CC(N)(N)N)c2c(c1Cc1cccc(C)c1)C(=O)C([PH2]=S)=CC2=O.CC(C)=O.CC(C)=O.CC(C)=O.CC(C)=O.CC(C)=O.